The following is a DFT calculation (ωB97M-V with the def2-TZVPD basis set) of a cluster of 3 separate species, C2H10O2S2 in total in a non-equilibrium geometry.

Values from the calculation:
E_tot, a.u.: -1028.979466
ΔE to the lowest compared entry with this formula, charge and spin, kJ/mol: 208.57
Total charge: 0
Highest occupied orbital energy, eV: -7.841
SMILES: CSSC.O.O
HOMO-LUMO gap, Eh: 0.298
E_LUMO, eV: 0.280

Cartesian coordinates (Å):
S1 -0.90556 -0.04850 -0.43818
S2 0.75559 0.73758 0.37839
O1 0.52545 -2.38345 1.29609
O2 1.18151 -2.33029 -2.11207
C1 0.64808 2.46415 1.24177
C2 -2.05432 1.33125 -0.52574
H1 -0.36866 2.83516 1.00613
H2 0.08726 -3.12437 1.71454
H3 -1.61019 2.23488 -0.71153
H4 1.85056 -1.83070 -1.51869
H5 0.01799 -1.67465 1.64128
H6 1.55937 3.13380 1.02524
H7 0.83021 2.10900 2.36577
H8 0.32429 -2.18084 -1.59267
H9 -2.96609 1.13590 -1.16684
H10 -2.54355 1.27417 0.42492

The net atomic charges from natural (NBO), expressed in e, are:
1 S 0.0896
2 S -0.0204
3 O -0.9317
4 O -0.9465
5 C -0.7055
6 C -0.7501
7 H 0.2286
8 H 0.4647
9 H 0.2156
10 H 0.4724
11 H 0.4673
12 H 0.2456
13 H 0.2317
14 H 0.4749
15 H 0.2457
16 H 0.2180

---

The following is a DFT calculation (ωB97M-V with the def2-TZVPD basis set) of a structure of composition C33H31F5N3O4PRuS2Se in a non-equilibrium geometry.

Values from the calculation:
E_tot, a.u.: -5875.014332
Multiplicity: 2
ΔE to the lowest compared entry with this formula, charge and spin, kJ/mol: 59.98
Total charge: -1
Highest occupied orbital energy (alpha / beta), eV: -4.905 / -4.870
HOMO-LUMO gap (alpha / beta), Eh: 0.267 / 0.248
E_LUMO (alpha / beta), eV: 2.352 / 1.867

Cartesian coordinates (Å):
Ru1 -0.40680 -0.06892 -0.64648
Se1 -2.38375 1.70786 -0.75703
S1 1.37313 0.68871 0.85030
S2 0.98067 -1.97868 -0.79661
P1 2.25253 -1.02858 0.44272
F1 -0.42155 3.54695 0.93631
F2 -5.57563 4.35171 2.40629
F3 -3.56873 5.73023 3.62380
F4 -0.99140 5.30083 2.85758
F5 -5.03448 2.57964 0.48828
O1 -0.00135 1.00011 -4.59137
O2 -3.77244 -2.32638 0.25892
O3 3.71691 -0.83618 -0.16087
O4 2.66197 -1.90191 1.71127
N1 -1.75872 -1.20742 0.54398
N2 -1.67616 -0.71592 -2.02954
N3 0.29110 0.99513 -2.29073
C1 -1.98385 4.62631 2.26270
C2 1.66664 -2.52180 2.55138
C3 -1.66775 -1.69086 1.88405
C4 -0.10224 3.89939 -1.94765
C5 1.39139 1.90931 -2.43482
C6 4.57211 -1.99981 -0.24241
C7 -2.70142 2.97412 0.62245
C8 -1.62187 -0.82150 2.98036
C9 -0.29250 0.62782 -3.45989
C10 -2.70873 -1.45387 -1.65110
C11 -2.80267 -1.70389 -0.16414
C12 2.39250 -3.30126 3.61870
C13 3.72487 2.26420 -2.93268
C14 -1.58859 -3.08038 2.10997
C15 -1.39198 -2.69617 4.49230
C16 -1.80924 0.64458 2.80061
C17 -3.28982 4.84478 2.65850
C18 -1.71171 3.71551 1.25868
C19 -1.45297 -0.33177 -3.28051
C20 5.56222 -1.82297 -1.36588
C21 1.23570 3.28227 -2.22111
C22 -4.00348 3.22968 1.04176
C23 -2.29867 -0.76514 -4.28459
C24 2.35380 4.10818 -2.30224
C25 -3.59775 -1.91804 -2.60337
C26 -1.46821 -1.33398 4.26503
C27 2.62781 1.41309 -2.86799
C28 -1.46098 -3.55688 3.41069
C29 -1.59227 -4.08114 0.98848
C30 -3.37267 -1.57474 -3.93128
C31 -4.30455 4.14244 2.03676
C32 3.60152 3.60737 -2.62647
C33 2.77471 0.01507 -3.39340
H1 -2.81585 0.84004 2.42909
H2 -1.11529 1.04618 2.06780
H3 -1.67563 1.17328 3.74574
H4 -2.60433 -4.24147 0.61595
H5 6.15105 -0.91652 -1.22387
H6 3.80423 -0.31605 -3.28188
H7 -1.40034 -4.62892 3.56638
H8 -0.85216 3.54522 -2.65580
H9 -1.43120 -0.64036 5.09745
H10 2.22642 5.16856 -2.11559
H11 3.96551 -2.89615 -0.39385
H12 3.06566 -2.65110 4.17887
H13 -0.03370 4.98569 -2.02221
H14 4.46083 4.26522 -2.67592
H15 -1.28335 -3.08210 5.49883
H16 5.07760 -2.09427 0.71935
H17 -1.18963 -5.03414 1.33620
H18 -4.05267 -1.92541 -4.69746
H19 -0.98578 -3.73571 0.14932
H20 1.05326 -3.16763 1.92719
H21 2.12063 -0.69465 -2.89732
H22 6.23980 -2.67881 -1.38352
H23 -4.44212 -2.51126 -2.28277
H24 2.52096 0.00585 -4.45704
H25 -2.10713 -0.45046 -5.30054
H26 -0.46919 3.63615 -0.95983
H27 1.66345 -3.72305 4.31012
H28 4.68177 1.86087 -3.24633
H29 2.97527 -4.11430 3.18293
H30 5.05770 -1.76592 -2.32706
H31 1.02961 -1.74585 2.97602

The net atomic charges from Löwdin, expressed in e, are:
1 Ru 0.7502
2 Se 0.8576
3 S 0.3735
4 S 0.3927
5 P -0.0549
6 F 0.0415
7 F 0.1062
8 F 0.1076
9 F 0.1105
10 F 0.0693
11 O 0.0487
12 O 0.0339
13 O -0.3117
14 O -0.3226
15 N -0.0481
16 N -0.1130
17 N -0.0686
18 C -0.1444
19 C -0.2790
20 C -0.1900
21 C -0.0632
22 C -0.2059
23 C -0.2839
24 C -0.4897
25 C -0.2151
26 C -0.4917
27 C -0.2017
28 C -0.5144
29 C -0.0613
30 C -0.0611
31 C -0.2206
32 C -0.1052
33 C -0.0529
34 C -0.1454
35 C -0.2578
36 C -0.1851
37 C -0.0694
38 C -0.1938
39 C -0.2674
40 C 0.0178
41 C -0.0598
42 C 0.0212
43 C -0.0654
44 C -0.2054
45 C -0.0756
46 C -0.0524
47 C -0.0371
48 C -0.1474
49 C -0.0969
50 C -0.0465
51 H 0.0881
52 H 0.0041
53 H 0.0837
54 H 0.0769
55 H 0.0829
56 H 0.0519
57 H 0.1046
58 H 0.0666
59 H 0.1036
60 H 0.1012
61 H 0.1061
62 H 0.0791
63 H 0.0791
64 H 0.0922
65 H 0.0947
66 H 0.1155
67 H 0.0756
68 H 0.1050
69 H 0.0324
70 H 0.0909
71 H 0.0158
72 H 0.0772
73 H 0.1196
74 H 0.0882
75 H 0.1188
76 H 0.0078
77 H 0.0705
78 H 0.1028
79 H 0.0763
80 H 0.0599
81 H 0.1028

---

Q: Which formula does entry 1 have?
A: C2H10O2S2

---

Q: The highest ΔE to the lowest compared entry with this formula, charge and spin belongs to which entry?
A: C2H10O2S2

---

Q: Which formula does entry 1 have?
A: C2H10O2S2

---

Q: What is the formula in the first record?
A: C2H10O2S2